[1]
{
  "formula": "C33H35FN5O5S3SbW",
  "method": "wB97M-V/def2-TZVPD",
  "orbital_gap_ev": [3.171, 5.341],
  "multiplicity": 4,
  "e_homo_ev": [-2.075, -4.271],
  "charge": -1,
  "s_squared": 3.772,
  "species": ["W", "O", "N", "N", "O", "C", "C", "C", "C", "C", "C", "H", "H", "H", "H", "H", "S", "Sb", "S", "S", "F", "C", "C", "C", "C", "O", "C", "C", "N", "C", "C", "C", "C", "C", "C", "N", "C", "C", "N", "C", "C", "C", "O", "O", "H", "H", "H", "H", "H", "H", "H", "H", "H", "H", "H", "H", "H", "H", "H", "H", "H", "H", "C", "C", "C", "C", "C", "C", "C", "C", "C", "C", "H", "H", "H", "H", "H", "H", "H", "H", "H", "H", "H", "H"],
  "positions_angstrom": [[-0.5507, 2.8901, 0.3778], [-1.0427, 2.0979, 2.3409], [-1.1618, 2.9292, 3.3677], [-0.8738, 4.1633, 3.0013], [-1.2336, 4.4794, 1.7459], [-0.9188, 5.1745, 3.9555], [-0.6782, 4.9377, 5.3459], [-1.0488, 5.8672, 6.3115], [-1.6987, 7.0087, 5.8899], [-1.6562, 7.3774, 4.5935], [-1.3233, 6.4862, 3.5550], [-0.1529, 4.0426, 5.6143], [-0.9238, 5.5606, 7.3266], [-2.1524, 7.7979, 6.5522], [-1.8239, 8.4551, 4.3302], [-1.1642, 6.7927, 2.4898], [-1.0700, 1.6575, -3.9445], [0.6296, 3.0315, -3.3369], [2.3224, 1.7391, -2.0882], [-0.6141, 4.4170, -1.3978], [-0.0172, -2.9101, -2.9962], [0.7533, -2.5494, -1.9518], [0.4849, -1.2691, -1.4576], [1.3766, -0.7227, -0.4600], [1.3102, 0.6701, -0.0702], [0.0825, 1.1189, -0.2778], [2.2241, 1.0489, 0.9937], [3.2112, 0.1847, 1.3539], [3.4357, -1.0101, 0.7890], [4.7584, -1.3763, 0.8090], [5.2129, -2.7951, 1.2448], [5.4184, -1.5812, 2.0958], [2.4049, -1.5559, -0.0118], [2.5770, -2.9133, -0.4369], [1.7108, -3.4813, -1.3872], [1.9704, -4.7315, -1.9080], [3.3405, -5.3610, -1.8895], [3.7433, -5.6413, -3.3195], [2.7212, -6.5216, -4.0231], [1.3268, -5.9719, -3.8918], [1.0046, -5.7406, -2.4236], [2.1999, 2.3819, 1.5975], [2.8379, 2.6674, 2.6207], [1.4196, 3.2365, 0.9429], [-0.2643, -0.6174, -1.9740], [3.8880, 0.4285, 2.1782], [5.4287, -1.0535, -0.0026], [6.0137, -3.1937, 0.5353], [4.5593, -3.5610, 1.6336], [6.4534, -1.2068, 2.1448], [4.8153, -1.5427, 2.9961], [3.2602, -3.6092, 0.0097], [3.2638, -6.3118, -1.3038], [4.1028, -4.7381, -1.3963], [4.7949, -6.0231, -3.4468], [3.7110, -4.6968, -3.8570], [2.8045, -7.5459, -3.7719], [3.0339, -6.5498, -5.0405], [0.6436, -6.7172, -4.4184], [1.2821, -5.1024, -4.5217], [1.0556, -6.6078, -1.7236], [-0.0013, -5.3041, -2.2795], [-4.4593, 1.8907, 1.2911], [-3.5298, 1.2500, 0.2732], [-2.9814, -0.0635, 0.8512], [-2.5408, 2.2184, -0.2622], [-4.3843, 0.9751, -1.0260], [-3.8406, 1.2262, -2.3123], [-4.5622, 0.9401, -3.4752], [-5.9627, 0.7849, -3.3176], [-6.5475, 0.5441, -2.0820], [-5.6943, 0.4655, -0.9760], [-3.9258, 2.5234, 2.0059], [-5.0807, 1.1075, 1.8460], [-5.1924, 2.6325, 0.7655], [-2.2176, 0.2179, 1.5968], [-2.4297, -0.5971, 0.0587], [-3.7989, -0.6619, 1.2894], [-2.9166, 2.8531, -1.0698], [-2.7925, 1.5263, -2.4354], [-4.0837, 0.9340, -4.4641], [-6.5335, 0.6723, -4.2744], [-7.5778, 0.3399, -1.9769], [-6.1651, 0.0920, -0.0407]],
  "mulliken_charge": [1.1624, -0.3035, -0.6538, 1.1581, -0.8399, -0.0043, -0.2538, -0.5040, -0.4637, -0.2459, -0.3441, 0.4406, 0.3830, 0.2822, 0.2929, 0.3386, -0.6104, 0.5023, -0.4406, -0.6212, -0.3429, 0.4427, -0.7863, 0.8423, 1.1634, 0.0512, 0.0738, -0.6975, 0.4220, -0.0289, -0.7159, -0.7032, -0.1193, -1.0961, -0.4226, 0.2852, -0.3600, -1.5379, -1.3070, -1.3812, -0.8321, 0.0309, -0.7639, -0.5572, 0.1591, 0.5429, 0.2634, 0.2284, 0.3519, 0.2579, 0.3172, 0.4904, 0.3097, 0.2112, 0.6553, 0.2001, 1.0116, 1.0060, 0.6122, 0.4159, 0.3992, 0.3710, -1.5073, 3.3382, -1.4223, -1.8149, -0.2855, 0.5808, -0.6599, -0.3557, -0.7805, -0.1608, 0.1809, 0.3407, 0.3429, 0.2734, 0.2139, 0.4821, 0.8729, -0.6235, 0.3309, 0.2653, 0.4298, 0.2211]
}

[2]
{
  "formula": "C23H41CeFP2",
  "method": "wB97M-V/def2-TZVPD",
  "orbital_gap_ev": [4.368, 4.382],
  "multiplicity": 2,
  "e_homo_ev": [-7.587, -7.591],
  "charge": 1,
  "s_squared": 0.751,
  "species": ["Ce", "C", "C", "C", "C", "C", "C", "H", "H", "H", "C", "H", "H", "H", "C", "H", "H", "H", "C", "H", "H", "H", "C", "H", "H", "H", "C", "C", "C", "C", "C", "C", "C", "C", "H", "H", "H", "H", "H", "H", "H", "H", "H", "H", "H", "H", "P", "C", "C", "P", "C", "C", "C", "H", "H", "H", "H", "H", "H", "H", "H", "H", "H", "H", "H", "H", "H", "F"],
  "positions_angstrom": [[1.3564, -0.4779, 2.3327], [-0.8547, -0.7506, 3.5145], [-0.5915, -1.9889, 2.8327], [1.0629, -1.6785, 4.4346], [0.1780, -0.5508, 4.4969], [0.6160, -2.5478, 3.3864], [-2.0220, 0.1520, 3.2939], [-1.7959, 0.9450, 2.5644], [-2.3240, 0.6285, 4.2366], [-2.8809, -0.4155, 2.9092], [0.3103, 0.6052, 5.4258], [-0.6624, 1.0898, 5.5803], [1.0160, 1.3668, 5.0491], [0.6658, 0.2733, 6.4095], [2.2883, -1.8315, 5.2645], [2.0978, -1.5452, 6.3078], [3.1164, -1.1991, 4.9016], [2.6244, -2.8720, 5.2722], [1.3886, -3.6960, 2.8410], [1.9460, -4.2132, 3.6326], [2.1205, -3.3626, 2.0785], [0.7172, -4.4153, 2.3622], [-1.3863, -2.5934, 1.7208], [-1.3960, -3.6921, 1.7953], [-0.9558, -2.3451, 0.7346], [-2.4261, -2.2462, 1.7392], [-1.6205, 2.7840, -0.1832], [-2.5807, 1.9418, 0.2220], [-2.5792, 0.4705, -0.1007], [-2.4043, 0.1966, -1.6155], [-1.1309, -0.3436, -2.1085], [0.1829, -0.1751, -1.5064], [0.2515, 1.0559, -0.5127], [-0.4866, 2.3090, -1.0453], [-3.5238, 0.0088, 0.2466], [-2.6767, 1.1188, -2.1580], [-1.7955, -0.0661, 0.4578], [-0.9083, 2.0395, -2.0948], [-1.6007, 3.8372, 0.1321], [-3.4072, 2.2741, 0.8548], [0.2379, 3.1296, -1.1835], [-0.2231, 0.7538, 0.4419], [0.4417, -1.0921, -0.9202], [1.3031, 1.3331, -0.2684], [-3.1858, -0.5209, -1.9263], [-1.2419, -1.1731, -2.8124], [-0.2892, 1.9236, -3.6577], [-0.3202, 3.6159, -4.2814], [-1.3277, 0.8738, -4.7020], [1.6442, -0.2659, -2.7407], [1.3947, 1.2900, -3.6735], [1.4622, -1.4987, -4.0628], [3.4129, -0.2496, -2.4384], [0.6349, 4.1228, -4.0684], [-1.1297, 4.1818, -3.7971], [-0.5043, 3.5944, -5.3660], [-1.2428, 1.2350, -5.7369], [-2.3819, 0.9343, -4.3972], [-1.0240, -0.1848, -4.6604], [3.9662, -0.0134, -3.3585], [3.7411, -1.2251, -2.0624], [3.6649, 0.5056, -1.6888], [2.1077, 2.0295, -3.2730], [1.6211, 1.1183, -4.7427], [2.1226, -2.3542, -3.8688], [1.7729, -1.0517, -5.0219], [0.4339, -1.8683, -4.1679], [2.9793, 0.7653, 2.7304]],
  "mulliken_charge": [1.1664, 0.3157, 0.7516, 0.7252, 0.3697, -0.1011, -1.3448, 0.0659, 0.5256, 0.3688, -1.1787, 0.3553, 0.2539, 0.3445, -1.5196, 0.3693, 0.3124, 0.3706, -1.1650, 0.4006, 0.1906, 0.3252, -1.2579, 0.4911, 0.0750, 0.3583, -0.6759, -0.7001, 0.0459, -1.1958, -1.4138, 1.3226, 0.6657, -0.4267, 0.4774, 0.3172, -0.7433, -0.8063, 0.4140, 0.5114, 0.7011, -1.5469, 0.1413, 0.6200, 0.4945, 0.6283, 1.2060, -1.3076, -1.4653, 0.9156, -1.3983, -1.4090, -1.2949, 0.4002, 0.3487, 0.4432, 0.4817, 0.3636, 0.3327, 0.4086, 0.4422, 0.3989, 0.5308, 0.5866, 0.4495, 0.4293, 0.3453, -0.6068]
}

[3]
{
  "formula": "C3H9N3O",
  "method": "wB97M-V/def2-TZVPD",
  "smiles": "[H]/N=C(\\N)OCCN",
  "orbital_gap_ev": 9.386,
  "e_homo_ev": -8.619,
  "species": ["H", "N", "C", "N", "O", "C", "C", "N", "H", "H", "H", "H", "H", "H", "H", "H"],
  "positions_angstrom": [[1.4453, 2.0411, 0.4866], [0.8109, 1.2746, 0.6050], [1.2178, 0.1762, 0.0957], [2.5277, -0.1503, -0.3840], [0.4413, -0.9849, 0.0656], [-0.8712, -0.9995, 0.5814], [-1.8661, -0.3956, -0.4706], [-2.0665, 1.0450, -0.3829], [2.8426, 0.5719, -1.1554], [2.4715, -1.1274, -0.8025], [-1.0455, -0.6927, 1.6674], [-1.0820, -2.0943, 0.6512], [-1.3867, -0.6830, -1.3958], [-2.8464, -0.7906, -0.1764], [-2.5633, 1.1997, 0.4644], [-1.1540, 1.5817, -0.3698]],
  "mulliken_charge": [0.1978, -0.6926, 0.6376, -0.6022, -0.3650, -0.3235, -0.6900, -0.6083, 0.2947, 0.3087, 0.3151, 0.2754, 0.3579, 0.3518, 0.2435, 0.2990]
}

Looking at ΔE to the lowest compared entry with this formula, charge and spin for the records above, in order, we have 50.33 569.36 160.13 kJ/mol.
Looking at largest force on an atom for the records above, in order, we have 0.0674 0.0913 0.0595 hartree/bohr.